[1]
The following is a DFT calculation (ωB97M-V/def2-TZVPD) of C23H34AsIIrNO7Si3 as an isolated structure.

## Properties
Frontier orbital gap (spin up / spin down) = 7.85 / 7.13 eV
Spin multiplicity = 5
LUMO energy (spin up / spin down) = 0.08 / -1.86 eV
HOMO level (spin up / spin down) = -0.2855 / -0.3302 Eh
Relative energy (zero: lowest compared OMol25 entry of this formula, charge and spin) = 0.0 kJ/mol
E_tot = -4984.663297 Eh
Expectation value of S² = 6.01

Last column: Löwdin charge in e.
Element x y z (Å)
Ir  -1.0642  0.0386  0.1447  1.4063
I  -6.2269  -6.6249  3.1531  0.8657
As  1.3957  0.4087  0.2098  0.8168
Si  2.5045  -1.6399  -0.3087  0.3099
Si  1.9226  1.1428  2.4142  0.2917
Si  2.0353  2.0730  -1.3478  0.3031
O  -1.4104  -1.6652  1.7786  -0.0965
O  -3.0524  3.6816  0.7862  0.1078
O  -0.7539  -0.6725  -4.1210  0.0654
O  -2.5452  -1.5499  -0.0931  -0.1100
O  -1.7930  1.8288  1.0103  -0.2102
O  -3.8183  3.5131  -4.3110  0.0936
O  -0.3588  -0.7199  -1.9057  -0.2237
N  -1.8965  1.3147  -1.4788  0.0199
C  1.2755  -0.2059  3.5131  -0.2090
C  1.0145  2.7393  2.6439  -0.2083
C  3.7182  2.6516  -0.7944  -0.2179
C  2.6966  -1.8590  -2.1310  -0.1966
C  -0.9130  -0.2695  -2.9816  -0.6135
C  -2.5887  2.3947  -1.1376  -0.1872
C  -3.2566  -3.1531  1.5354  -0.1360
C  3.7418  1.3981  2.6846  -0.2037
C  -2.3551  -2.0730  1.0586  -0.6049
C  -5.2287  -4.5025  1.2496  -0.1409
C  -3.1698  2.7619  -3.4006  -0.2699
C  -2.4303  1.6327  -3.7497  0.0862
C  -4.9445  -5.1336  2.4531  -0.7326
C  -4.3761  -3.5094  0.7920  -0.0055
C  4.1752  -1.5814  0.5076  -0.2184
C  2.1349  1.4178  -3.0779  -0.1878
C  1.4161  -2.9266  0.4569  -0.2107
C  -3.8271  -4.7920  3.2030  -0.1418
C  0.8040  3.4574  -1.2248  -0.1931
C  -1.8056  0.9300  -2.7439  -0.1652
C  -2.9843  -3.7938  2.7380  -0.0072
C  -2.5195  2.6960  0.3368  -0.5630
C  -3.2476  3.1608  -2.0658  0.0942
H  4.3166  0.4880  2.5138  0.0130
H  -6.1014  -4.7825  0.6760  0.0937
H  3.6464  3.2805  0.0970  0.0235
H  1.3380  -2.7780  1.5366  0.0280
H  -3.6923  3.1431  -5.1928  0.1197
H  4.0887  -1.6640  1.5935  0.0238
H  2.0630  2.2624  -3.7706  0.0461
H  0.3093  -0.5745  3.1601  0.0052
H  1.7966  -3.9343  0.2650  0.0422
H  0.4512  3.5996  -0.1994  0.0226
H  -3.8018  4.0382  -1.7619  0.1418
H  4.1851  3.2410  -1.5907  0.0401
H  1.4719  3.5439  2.0599  0.0299
H  1.7811  -1.5890  -2.6617  0.0178
H  -0.0676  3.2621  -1.8577  0.0236
H  3.8925  1.7037  3.7264  0.0421
H  1.9695  -1.0505  3.5494  0.0312
H  4.7023  -0.6528  0.2723  0.0213
H  3.5285  -1.2637  -2.5151  0.0294
H  4.3760  1.8085  -0.5663  0.0228
H  1.0392  3.0313  3.6990  0.0429
H  -0.0321  2.6430  2.3408  0.0127
H  4.1430  2.1837  2.0424  0.0148
H  -4.5709  -3.0024  -0.1438  0.1215
H  -2.3203  1.2860  -4.7704  0.1355
H  0.4093  -2.8557  0.0370  0.0202
H  4.7881  -2.4166  0.1509  0.0395
H  -2.1097  -3.5007  3.3050  0.1212
H  3.0914  0.9182  -3.2475  0.0305
H  1.1443  0.1716  4.5323  0.0403
H  2.9110  -2.9142  -2.3297  0.0451
H  -3.6175  -5.2950  4.1373  0.0933
H  1.2656  4.3904  -1.5621  0.0447
H  1.3365  0.7089  -3.3214  0.0132



[2]
The following is a DFT calculation (ωB97M-V/def2-TZVPD) of a 2-piece molecular cluster, C4H13N4O overall at a distorted geometry.

## Properties
Frontier orbital gap = 11.10 eV
LUMO energy = -2.68 eV
HOMO level = -0.5064 Eh
Relative energy (zero: lowest compared OMol25 entry of this formula, charge and spin) = 71.8 kJ/mol
E_tot = -454.300410 Eh
Charge = +1

Last column: Löwdin charge in e.
Element x y z (Å)
O  -0.6084  -1.2718  -0.4126  -0.0348
N  -0.4717  -3.3942  -1.1334  0.1912
N  0.3391  0.7630  1.3587  0.2322
N  0.7247  1.1541  -0.9164  0.2049
N  1.0522  2.8149  0.6813  0.0210
C  0.7360  1.5392  0.3711  -0.4418
C  2.0569  3.0419  1.7648  -0.0252
C  -1.1659  -2.2881  -0.8392  -0.5460
C  -2.6515  -2.2946  -1.0334  0.0070
H  0.1572  -0.2349  1.2646  0.1156
H  1.5787  3.0627  2.7400  0.0817
H  -3.0549  -3.0092  -1.7583  0.0889
H  0.4555  0.1801  -1.0548  0.0811
H  0.0002  1.2489  2.1724  0.1399
H  -2.9160  -1.3281  -1.4352  0.0876
H  2.5401  3.9841  1.5492  0.0925
H  0.3532  1.8276  -1.5687  0.1340
H  0.5276  -3.3784  -1.2467  0.1222
H  2.7682  2.2267  1.7529  0.0903
H  -3.1533  -2.5601  -0.1051  0.0967
H  1.0252  3.5177  -0.0375  0.1416
H  -0.9215  -4.2743  -1.3184  0.1194



[3]
The following is a DFT calculation (ωB97M-V/def2-TZVPD) of the molecule C3H3BrO2 at a distorted geometry.

## Properties
Frontier orbital gap = 8.44 eV
LUMO energy = -0.19 eV
HOMO level = -0.3174 Eh
Relative energy (zero: lowest compared OMol25 entry of this formula, charge and spin) = 178.6 kJ/mol
E_tot = -2840.517295 Eh

Last column: Löwdin charge in e.
Element x y z (Å)
Br  -3.3093  0.5346  -0.1665  0.9354
O  -1.6423  -1.6631  0.2635  0.1091
O  -0.4979  0.4375  -0.1691  -0.1290
C  1.7778  0.6179  -0.1708  0.0461
C  -1.8833  -0.5312  0.1520  -0.7967
C  0.6818  -0.0844  0.0615  -0.3024
H  2.6615  0.2157  0.1879  0.0356
H  0.5769  -0.9628  0.5708  0.0800
H  1.6349  1.4357  -0.7294  0.0219